Density functional theory data (the ωB97M-V functional and the def2-TZVPD basis) for 22 unconnected molecules or ions with the total composition C87H214N10O22 in a non-equilibrium geometry.

Last columns: bonded neighbours and bond lengths (Å).
Cartesian coordinates (Å):
1 C 2.3606 4.1329 -1.1140  C2 1.569, H12 1.084, H13 1.107, H14 1.088
2 C 3.8014 3.8520 -1.6678  C1 1.569, C3 1.536, N7 1.467, C11 1.539
3 C 4.2103 5.0166 -2.5818  C2 1.536, C4 1.472, H15 1.088, H16 1.091
4 C 5.5770 4.8467 -3.1022  C3 1.472, C5 1.566, H17 1.084, H18 1.095
5 C 6.5577 4.9837 -1.8895  C4 1.566, C6 1.557, H19 1.092, H20 1.071
6 C 6.2165 3.8709 -0.8547  C5 1.557, N7 1.471, C9 1.535, C10 1.548
7 N 4.7731 3.8687 -0.5693  C2 1.467, C6 1.471, O8 1.390
8 O 4.5075 2.8207 0.3046  N7 1.390, H30 1.012
9 C 6.7558 2.5153 -1.3319  C6 1.535, H21 1.110, H22 1.068, H23 1.037
10 C 6.8446 4.3856 0.4630  C6 1.548, H24 1.084, H25 1.167, H26 1.133
11 C 3.7160 2.5732 -2.5204  C2 1.539, H27 1.147, H28 1.069, H29 1.090
12 H 2.3209 5.0141 -0.4834  C1 1.084
13 H 2.1917 3.2384 -0.4848  C1 1.107
14 H 1.6349 4.0929 -1.9240  C1 1.088
15 H 3.4377 5.1568 -3.3344  C3 1.088
16 H 4.1493 5.8941 -1.9360  C3 1.091
17 H 5.8072 5.5832 -3.8633  C4 1.084
18 H 5.7408 3.8976 -3.6227  C4 1.095
19 H 6.3353 5.9447 -1.4200  C5 1.092
20 H 7.6018 4.9390 -2.1248  C5 1.071
21 H 6.2208 2.2506 -2.2682  C9 1.110
22 H 7.7499 2.6333 -1.7051  C9 1.068
23 H 6.6964 1.7346 -0.6525  C9 1.037
24 H 6.9282 3.6081 1.2131  C10 1.084
25 H 7.9003 4.8324 0.2468  C10 1.167
26 H 6.2167 5.1496 1.0159  C10 1.133
27 H 3.8892 1.6754 -1.8282  C11 1.147
28 H 4.5192 2.5405 -3.2250  C11 1.069
29 H 2.7617 2.5061 -3.0425  C11 1.090
30 H 4.0280 3.1970 1.1120  O8 1.012
31 C -4.9122 3.5881 4.1270  C32 1.507, H42 1.099, H43 1.100, H44 1.105
32 C -4.5192 2.2131 3.6525  C31 1.507, C33 1.551, N37 1.531, C41 1.562
33 C -3.0208 2.0841 3.2737  C32 1.551, C34 1.464, H45 1.065, H46 1.130
34 C -2.1010 2.1474 4.4107  C33 1.464, C35 1.548, H47 1.113, H48 1.051
35 C -2.3294 1.0024 5.4272  C34 1.548, C36 1.598, H49 1.095, H50 1.122
36 C -3.8708 0.8591 5.8225  C35 1.598, N37 1.501, C39 1.543, C40 1.507
37 N -4.7383 1.0397 4.6116  C32 1.531, C36 1.501, O38 1.465
38 O -6.1163 1.1358 5.1004  N37 1.465, H60 0.953
39 C -4.1189 -0.5764 6.3305  C36 1.543, H51 1.111, H52 1.113, H53 1.078
40 C -4.2137 1.8439 6.9100  C36 1.507, H54 1.101, H55 1.086, H56 1.104
41 C -5.3642 1.7970 2.4068  C32 1.562, H57 1.085, H58 1.105, H59 1.139
42 H -5.1231 4.2240 3.2554  C31 1.099
43 H -4.0858 3.9534 4.7541  C31 1.100
44 H -5.8531 3.5749 4.7067  C31 1.105
45 H -2.9444 1.1265 2.8136  C33 1.065
46 H -2.6971 2.7992 2.4602  C33 1.130
47 H -2.2383 3.1101 4.9521  C34 1.113
48 H -1.1095 2.0427 4.0787  C34 1.051
49 H -1.7785 1.1857 6.3561  C35 1.095
50 H -2.0605 -0.0079 5.0205  C35 1.122
51 H -4.2295 -1.2464 5.4511  C39 1.111
52 H -3.2420 -0.9660 6.8942  C39 1.113
53 H -5.0508 -0.6716 6.8638  C39 1.078
54 H -3.7328 2.8064 6.6761  C40 1.101
55 H -5.2836 1.9740 7.0430  C40 1.086
56 H -3.6392 1.4823 7.7813  C40 1.104
57 H -5.1239 0.7603 2.1941  C41 1.085
58 H -5.1487 2.5347 1.6123  C41 1.105
59 H -6.4845 1.8766 2.5950  C41 1.139
60 H -6.5358 0.5251 4.5009  O38 0.953
61 C -3.7942 5.4113 -1.5627  C62 1.512, H72 1.071, H73 1.134, H74 1.050
62 C -3.0006 5.6766 -0.3031  C61 1.512, C63 1.549, N67 1.458, C71 1.542
63 C -1.5533 5.9563 -0.7796  C62 1.549, C64 1.575, H75 1.088, H76 1.109
64 C -0.6986 6.8030 0.2373  C63 1.575, C65 1.546, H77 1.064, H78 1.125
65 C -1.5173 7.9796 0.8177  C64 1.546, C66 1.528, H79 1.116, H80 1.077
66 C -2.9231 7.6577 1.3215  C65 1.528, N67 1.541, C69 1.521, C70 1.522
67 N -3.6432 6.8850 0.1999  C62 1.458, C66 1.541, O68 1.456
68 O -4.9833 6.5064 0.6265  N67 1.456, H90 1.006
69 C -2.8935 6.8833 2.6300  C66 1.521, H81 1.085, H82 1.105, H83 1.086
70 C -3.6300 8.9965 1.4755  C66 1.522, H84 1.125, H85 1.121, H86 1.116
71 C -3.0161 4.5106 0.7066  C62 1.542, H87 1.082, H88 1.092, H89 1.096
72 H -4.8277 5.2335 -1.3457  C61 1.071
73 H -3.4211 4.5001 -2.1247  C61 1.134
74 H -3.7411 6.2244 -2.2246  C61 1.050
75 H -1.0828 4.9837 -0.9103  C63 1.088
76 H -1.5461 6.4519 -1.7721  C63 1.109
77 H 0.1386 7.2539 -0.2393  C64 1.064
78 H -0.3138 6.1718 1.0853  C64 1.125
79 H -1.7499 8.7792 0.0749  C65 1.116
80 H -0.9773 8.5262 1.5721  C65 1.077
81 H -2.1134 6.1298 2.6304  C69 1.085
82 H -2.6996 7.5210 3.5114  C69 1.105
83 H -3.8372 6.4167 2.8959  C69 1.086
84 H -3.0571 9.6619 2.1788  C70 1.125
85 H -3.6538 9.5489 0.5008  C70 1.121
86 H -4.7047 8.9620 1.7734  C70 1.116
87 H -2.6904 3.6607 0.1222  C71 1.082
88 H -3.9663 4.3155 1.2071  C71 1.092
89 H -2.2325 4.6928 1.4508  C71 1.096
90 H -5.4831 7.2440 0.1594  O68 1.006
91 C -3.8527 -5.7909 -0.0114  C92 1.546, H102 1.106, H103 1.064, H104 1.069
92 C -4.7858 -5.0479 0.9717  C91 1.546, C93 1.531, N97 1.463, C101 1.551
93 C -3.9504 -3.8151 1.3290  C92 1.531, C94 1.524, H105 1.100, H106 1.102
94 C -4.7554 -2.8445 2.1842  C93 1.524, C95 1.560, H107 1.075, H108 1.076
95 C -5.9179 -2.3599 1.2635  C94 1.560, C96 1.590, H109 1.084, H110 1.101
96 C -6.8166 -3.5364 0.6833  C95 1.590, N97 1.484, C99 1.488, C100 1.562
97 N -5.8924 -4.5657 0.1455  C92 1.463, C96 1.484, O98 1.442
98 O -6.6105 -5.7537 -0.2434  N97 1.442, H120 0.972
99 C -7.8837 -4.0383 1.5906  C96 1.488, H111 1.115, H112 1.125, H113 1.071
100 C -7.5591 -3.0347 -0.5957  C96 1.562, H114 1.092, H115 1.066, H116 1.096
101 C -5.1605 -5.9924 2.1433  C92 1.551, H117 1.129, H118 1.130, H119 1.094
102 H -4.3035 -6.6370 -0.5620  C91 1.106
103 H -2.9985 -6.2420 0.4350  C91 1.064
104 H -3.6980 -5.0207 -0.7370  C91 1.069
105 H -3.0096 -4.1591 1.7822  C93 1.100
106 H -3.6019 -3.3660 0.3855  C93 1.102
107 H -4.1990 -1.9722 2.4767  C94 1.075
108 H -5.2178 -3.2580 3.0633  C94 1.076
109 H -5.4383 -1.9573 0.3790  C95 1.084
110 H -6.5806 -1.5836 1.6750  C95 1.101
111 H -8.7980 -3.4015 1.5587  C99 1.115
112 H -8.2758 -5.0166 1.1984  C99 1.125
113 H -7.4943 -4.2631 2.5626  C99 1.071
114 H -7.8560 -1.9835 -0.5859  C100 1.092
115 H -6.9958 -3.2251 -1.4808  C100 1.066
116 H -8.4512 -3.6650 -0.6878  C100 1.096
117 H -5.9786 -6.6696 1.7594  C101 1.129
118 H -5.4934 -5.4257 3.0629  C101 1.130
119 H -4.3708 -6.6679 2.4841  C101 1.094
120 H -6.5388 -5.7140 -1.2114  O98 0.972
121 C 5.9294 1.6060 3.5362  C122 1.485, H132 1.082, H133 1.058, H134 1.096
122 C 5.0031 2.5556 4.2037  C121 1.485, C123 1.495, N127 1.516, C131 1.525
123 C 5.3656 3.9943 4.0191  C122 1.495, C124 1.562, H135 1.072, H136 1.085
124 C 4.2738 5.0120 4.4801  C123 1.562, C125 1.520, H137 1.092, H138 1.101
125 C 2.9403 4.6633 3.8394  C124 1.520, C126 1.496, H139 1.144, H140 1.119
126 C 2.4893 3.2375 3.8834  C125 1.496, N127 1.495, C129 1.557, C130 1.556
127 N 3.6810 2.4338 3.4720  C122 1.516, C126 1.495, O128 1.428
128 O 3.2741 1.0664 3.5271  N127 1.428, H150 0.966
129 C 1.9292 2.8275 5.2766  C126 1.557, H141 1.087, H142 1.117, H143 1.108
130 C 1.3396 2.9363 2.8787  C126 1.556, H144 1.092, H145 1.054, H146 1.114
131 C 5.0127 2.1320 5.6692  C122 1.525, H147 1.047, H148 1.091, H149 1.119
132 H 6.0463 1.9199 2.5072  C121 1.082
133 H 5.5338 0.6303 3.6454  C121 1.058
134 H 6.9166 1.6402 4.0108  C121 1.096
135 H 6.2931 4.2192 4.5078  C123 1.072
136 H 5.5008 4.1473 2.9532  C123 1.085
137 H 4.6105 5.9275 3.9883  C124 1.092
138 H 4.1452 5.1353 5.5670  C124 1.101
139 H 3.1248 4.8993 2.7358  C125 1.144
140 H 2.0970 5.3468 4.1109  C125 1.119
141 H 1.1432 3.5290 5.5462  C129 1.087
142 H 1.3912 1.8484 5.2532  C129 1.117
143 H 2.6188 2.6972 6.1344  C129 1.108
144 H 1.7740 3.0994 1.8900  C130 1.092
145 H 0.8351 2.0241 3.0334  C130 1.054
146 H 0.6040 3.7551 3.0476  C130 1.114
147 H 4.6951 1.1413 5.7896  C131 1.047
148 H 4.4665 2.7405 6.3913  C131 1.091
149 H 6.0782 2.1436 6.0107  C131 1.119
150 H 3.4865 0.8155 2.6187  O128 0.966
151 C 1.4177 -1.0861 -5.5650  C152 1.505, H162 1.090, H163 1.084, H164 1.073
152 C 2.4684 -1.5324 -4.5850  C151 1.505, C153 1.561, N157 1.468, C161 1.537
153 C 1.9066 -2.5509 -3.5441  C152 1.561, C154 1.526, H165 1.097, H166 1.144
154 C 3.0143 -3.2871 -2.7966  C153 1.526, C155 1.549, H167 1.065, H168 1.088
155 C 3.9131 -4.0421 -3.8074  C154 1.549, C156 1.588, H169 1.139, H170 1.082
156 C 4.5317 -2.9692 -4.8014  C155 1.588, N157 1.467, C159 1.570, C160 1.560
157 N 3.4289 -2.2418 -5.4390  C152 1.468, C156 1.467, O158 1.392
158 O 3.9964 -1.3802 -6.3741  N157 1.392, H180 1.006
159 C 5.5217 -2.0306 -4.0246  C156 1.570, H171 1.102, H172 1.069, H173 1.055
160 C 5.4085 -3.6338 -5.9076  C156 1.560, H174 1.055, H175 1.125, H176 1.099
161 C 3.0340 -0.2826 -3.8925  C152 1.537, H177 1.101, H178 1.118, H179 1.111
162 H 1.8412 -0.3337 -6.2306  C151 1.090
163 H 0.6503 -0.6150 -4.9612  C151 1.084
164 H 1.0623 -1.9477 -6.0970  C151 1.073
165 H 1.2999 -1.9950 -2.8193  C153 1.097
166 H 1.3332 -3.2851 -4.2090  C153 1.144
167 H 2.5654 -3.9350 -2.0806  C154 1.065
168 H 3.6479 -2.5634 -2.2888  C154 1.088
169 H 3.2869 -4.7385 -4.4557  C155 1.139
170 H 4.6021 -4.7160 -3.3160  C155 1.082
171 H 5.7884 -1.2921 -4.7979  C159 1.102
172 H 5.2184 -1.5397 -3.1246  C159 1.069
173 H 6.4334 -2.4937 -3.7648  C159 1.055
174 H 6.1560 -4.2672 -5.5171  C160 1.055
175 H 4.7099 -4.1502 -6.6226  C160 1.125
176 H 5.9069 -2.8174 -6.4492  C160 1.099
177 H 2.2710 0.4337 -3.5489  C161 1.101
178 H 3.6989 0.2771 -4.5958  C161 1.118
179 H 3.7704 -0.4436 -3.0756  C161 1.111
180 H 3.6943 -1.6247 -7.3024  O158 1.006
181 C 1.3245 -1.8018 0.1832  C182 1.569, H192 1.125, H193 1.113, H194 1.104
182 C 0.2235 -0.6878 0.0932  C181 1.569, C183 1.541, N187 1.435, C191 1.516
183 C 0.9058 0.4638 -0.6704  C182 1.541, C184 1.512, H195 1.051, H196 1.062
184 C -0.0780 1.4314 -1.2885  C183 1.512, C185 1.535, H197 1.065, H198 1.106
185 C -1.1064 0.6677 -2.1337  C184 1.535, C186 1.511, H199 1.102, H200 1.121
186 C -1.8889 -0.3430 -1.3281  C185 1.511, N187 1.550, C189 1.509, C190 1.521
187 N -0.8362 -1.2746 -0.6756  C182 1.435, C186 1.550, O188 1.436
188 O -1.6019 -2.1802 0.1347  N187 1.436, H210 1.002
189 C -2.7801 0.3004 -0.2940  C186 1.509, H201 1.100, H202 1.067, H203 1.076
190 C -2.7507 -1.2013 -2.2418  C186 1.521, H204 1.080, H205 1.117, H206 1.119
191 C -0.1783 -0.1608 1.4571  C182 1.516, H207 1.120, H208 1.051, H209 1.083
192 H 0.8538 -2.5902 0.8332  C181 1.125
193 H 2.1923 -1.3851 0.7420  C181 1.113
194 H 1.6271 -2.2992 -0.7554  C181 1.104
195 H 1.5389 0.9676 0.0011  C183 1.051
196 H 1.5344 0.0972 -1.4436  C183 1.062
197 H 0.4554 2.2447 -1.7217  C184 1.065
198 H -0.5559 1.8778 -0.3963  C184 1.106
199 H -0.5910 0.1214 -2.9396  C185 1.102
200 H -1.7065 1.4003 -2.7345  C185 1.121
201 H -3.1151 -0.4762 0.4093  C189 1.100
202 H -2.3740 1.1392 0.2255  C189 1.067
203 H -3.6345 0.6988 -0.8126  C189 1.076
204 H -3.4769 -0.6160 -2.7856  C190 1.080
205 H -2.1406 -1.6305 -3.0731  C190 1.117
206 H -3.2355 -2.0768 -1.7408  C190 1.119
207 H 0.7169 -0.0210 2.1153  C191 1.120
208 H -0.7813 -0.7319 2.1016  C191 1.051
209 H -0.5774 0.8446 1.3977  C191 1.083
210 H -1.1935 -3.0936 0.0836  O188 1.002
211 C 4.3423 -3.1924 3.4652  C212 1.472, H217 1.095, H218 1.063, H219 1.099
212 C 3.5474 -4.3802 3.1114  C211 1.472, C213 1.491, N216 1.444, H220 1.085
213 C 4.2290 -5.2854 2.1430  C212 1.491, O214 1.433, H221 1.083, H222 1.092
214 O 4.4467 -4.6502 0.8772  C213 1.433, C215 1.396
215 C 5.1259 -5.3573 -0.1166  O214 1.396, H223 1.143, H224 1.093, H225 1.096
216 N 3.0748 -5.0077 4.3229  C212 1.444, H226 1.012, H227 1.037
217 H 5.3751 -3.4628 3.7089  C211 1.095
218 H 3.9117 -2.5853 4.2245  C211 1.063
219 H 4.4431 -2.5913 2.5503  C211 1.099
220 H 2.6615 -4.0134 2.6044  C212 1.085
221 H 3.6383 -6.1897 2.0679  C213 1.083
222 H 5.2072 -5.5961 2.5150  C213 1.092
223 H 4.5601 -6.3016 -0.4225  C215 1.143
224 H 6.1368 -5.6722 0.1564  C215 1.093
225 H 5.2604 -4.7428 -1.0137  C215 1.096
226 H 3.8737 -5.2314 4.9028  N216 1.012
227 H 2.3518 -5.7501 4.3493  N216 1.037
228 C -2.4843 -3.7664 4.2594  C229 1.524, H234 1.108, H235 1.096, H236 1.078
229 C -1.0672 -4.2857 4.4681  C228 1.524, C230 1.506, N233 1.419, H237 1.101
230 C -1.0683 -5.7631 4.7591  C229 1.506, O231 1.478, H238 1.133, H239 1.116
231 O 0.3105 -6.2552 4.9600  C230 1.478, C232 1.412
232 C 0.3643 -7.6566 5.1203  O231 1.412, H240 1.065, H241 1.110, H242 1.089
233 N -0.2379 -4.0810 3.3357  C229 1.419, H243 0.985, H244 1.006
234 H -2.5158 -3.0258 3.4360  C228 1.108
235 H -2.8494 -3.3421 5.2016  C228 1.096
236 H -3.0881 -4.5952 3.9283  C228 1.078
237 H -0.6452 -3.8280 5.3764  C229 1.101
238 H -1.6028 -6.2707 3.8987  C230 1.133
239 H -1.6868 -6.0354 5.6472  C230 1.116
240 H 1.3286 -8.0093 5.4041  C232 1.065
241 H 0.0018 -8.1882 4.2158  C232 1.110
242 H -0.2351 -7.8464 6.0091  C232 1.089
243 H 0.5962 -4.5242 3.6153  N233 0.985
244 H -0.1097 -3.1108 3.1010  N233 1.006
245 C 3.9367 4.5377 -6.4383  C246 1.464, H251 1.118, H252 1.082, H253 1.111
246 C 4.2180 3.3432 -7.2365  C245 1.464, C247 1.480, N250 1.486, H254 1.064
247 C 4.9076 2.2447 -6.5245  C246 1.480, O248 1.420, H255 1.151, H256 1.088
248 O 6.0119 2.7449 -5.7858  C247 1.420, C249 1.410
249 C 6.8011 1.7722 -5.1375  O248 1.410, H257 1.080, H258 1.146, H259 1.146
250 N 2.9987 2.7084 -7.8015  C246 1.486, H260 0.976, H261 1.017
251 H 3.2686 5.2404 -6.9953  C245 1.118
252 H 4.7938 5.1271 -6.1403  C245 1.082
253 H 3.4531 4.1887 -5.5006  C245 1.111
254 H 4.7631 3.6434 -8.0995  C246 1.064
255 H 5.1373 1.3636 -7.2289  C247 1.151
256 H 4.2535 1.8359 -5.7570  C247 1.088
257 H 6.4191 1.6872 -4.1312  C249 1.080
258 H 7.8673 2.1823 -5.0455  C249 1.146
259 H 6.8932 0.7247 -5.5925  C249 1.146
260 H 2.6584 3.1511 -8.6020  N250 0.976
261 H 2.2184 2.7555 -7.1510  N250 1.017
262 C -6.6970 1.8123 -1.9616  O263 1.470, H264 1.105, H265 1.112, H266 1.048
263 O -6.1267 2.1943 -3.2619  C262 1.470, H267 0.934
264 H -6.9139 0.7304 -2.0116  C262 1.105
265 H -5.9838 1.8586 -1.1101  C262 1.112
266 H -7.5288 2.4159 -1.7581  C262 1.048
267 H -5.3692 2.6912 -3.0346  O263 0.934
268 C 0.1870 2.7320 -4.4293  O269 1.378, H270 1.066, H271 1.107, H272 1.086
269 O 0.6816 3.6072 -5.3713  C268 1.378, H273 1.004
270 H 1.0032 2.2946 -3.9018  C268 1.066
271 H -0.3692 3.2992 -3.6580  C268 1.107
272 H -0.4324 1.8821 -4.6985  C268 1.086
273 H -0.0747 4.1328 -5.7698  O269 1.004
274 C -2.9042 4.1175 -6.5706  O275 1.434, H276 1.135, H277 1.107, H278 1.114
275 O -1.6293 4.7482 -6.7528  C274 1.434, H279 0.962
276 H -3.2701 4.1717 -5.4975  C274 1.135
277 H -3.6282 4.5821 -7.2668  C274 1.107
278 H -2.7364 3.0605 -6.8808  C274 1.114
279 H -1.7886 5.6907 -6.8626  O275 0.962
280 C -6.4795 -6.7684 -3.5177  O281 1.436, H282 1.066, H283 1.091, H284 1.116
281 O -6.1311 -5.5757 -2.7979  C280 1.436, H285 0.941
282 H -7.5168 -6.9394 -3.3393  C280 1.066
283 H -6.3204 -6.6677 -4.5922  C280 1.091
284 H -5.8260 -7.6106 -3.1856  C280 1.116
285 H -5.2292 -5.3826 -2.9861  O281 0.941
286 C -2.4234 -0.9061 -6.2095  O287 1.429, H288 1.084, H289 1.116, H290 1.087
287 O -3.4953 -1.8278 -6.0038  C286 1.429, H291 0.984
288 H -2.5635 -0.2907 -7.0907  C286 1.084
289 H -2.4115 -0.2122 -5.3357  C286 1.116
290 H -1.4905 -1.4196 -6.4265  C286 1.087
291 H -4.2605 -1.3734 -5.5850  O287 0.984
292 C -3.0502 -4.4376 -4.6419  O293 1.419, H294 1.063, H295 1.105, H296 1.080
293 O -3.4273 -5.3644 -3.6362  C292 1.419, H297 0.979
294 H -3.7198 -3.6202 -4.5301  C292 1.063
295 H -2.0390 -4.0260 -4.4737  C292 1.105
296 H -3.0599 -4.8196 -5.6520  C292 1.080
297 H -2.6836 -5.9947 -3.5465  O293 0.979
298 C -6.1545 -1.7144 -3.8036  O299 1.432, H300 1.096, H301 1.111, H302 1.114
299 O -5.9333 -0.7656 -4.8526  C298 1.432, H303 1.018
300 H -5.3682 -1.7862 -3.0440  C298 1.096
301 H -7.1734 -1.5877 -3.3790  C298 1.111
302 H -6.1359 -2.7223 -4.2774  C298 1.114
303 H -6.1170 0.1540 -4.4559  O299 1.018
304 C -0.1626 -7.3489 -2.7200  O305 1.405, H306 1.103, H307 1.139, H308 1.078
305 O -0.8545 -6.1283 -2.7885  C304 1.405, H309 0.993
306 H -0.0538 -7.7653 -3.7359  C304 1.103
307 H 0.9107 -7.2101 -2.3638  C304 1.139
308 H -0.6185 -8.0152 -2.0055  C304 1.078
309 H -0.9095 -5.8098 -1.8491  O305 0.993
310 C 5.0471 -0.6503 0.6483  O311 1.425, H312 1.065, H313 1.108, H314 1.089
311 O 3.9692 0.2538 0.8723  C310 1.425, H315 0.984
312 H 5.3729 -0.5785 -0.3629  C310 1.065
313 H 5.9337 -0.4930 1.2933  C310 1.108
314 H 4.6183 -1.6410 0.7939  C310 1.089
315 H 4.2212 1.1395 0.5257  O311 0.984
316 C 2.5899 -3.5567 7.5755  O317 1.488, H318 1.099, H319 1.090, H320 1.067
317 O 1.5347 -3.5942 6.5264  C316 1.488, H321 0.983
318 H 3.3354 -2.7970 7.3011  C316 1.099
319 H 2.0592 -3.2114 8.4623  C316 1.090
320 H 3.0352 -4.5150 7.7267  C316 1.067
321 H 2.1053 -3.8432 5.7657  O317 0.983
322 C 1.0354 -5.6697 0.8007  O323 1.382, H324 1.109, H325 1.085, H326 1.124
323 O -0.1826 -5.0216 0.7288  C322 1.382, H327 0.968
324 H 1.0821 -6.3339 -0.0859  C322 1.109
325 H 1.9140 -5.0405 0.7024  C322 1.085
326 H 1.0734 -6.3035 1.7279  C322 1.124
327 H -0.3648 -4.7735 1.6471  O323 0.968
328 C 1.0858 -0.8438 5.0633  O329 1.418, H330 1.084, H331 1.089, H332 1.062
329 O 2.3228 -0.7815 5.7536  C328 1.418, H333 0.976
330 H 0.7611 0.0952 4.6300  C328 1.084
331 H 1.1605 -1.6057 4.2888  C328 1.089
332 H 0.3052 -1.1983 5.6907  C328 1.062
333 H 2.8330 -0.0134 5.4341  O329 0.976

HOMO energy in Ha: -0.2927